(1)
Computed, not measured: one molecule with the formula C2H7O2PS at a distorted geometry, with ωB97M-V/def2-TZVPD.

relative energy (zero: lowest compared OMol25 entry of this formula, charge and spin)	2.278	eV
charge	0
frontier orbital gap	9.7	eV
LUMO	0.27	eV
SMILES	CPS(C)(=O)=O

Geometry as XYZ:
```
13
Properties=species:S:1:pos:R:3:forces:R:3
H -1.315 -1.030 1.057 -0.48 0.07 2.02
O 1.173 1.117 -0.793 -0.18 -0.34 -0.23
H 2.949 -1.093 -0.268 -0.01 0.61 -1.23
H -2.167 1.715 -1.219 0.62 -1.67 1.85
C -1.960 1.186 -0.188 0.02 2.37 0.65
O 0.924 0.483 1.567 0.22 -1.00 -0.88
P -1.354 -0.544 -0.190 1.53 0.16 -2.94
H -2.924 1.228 0.394 0.91 -0.04 -0.52
C 1.891 -1.327 -0.287 -1.16 1.26 0.23
H 1.854 -1.989 0.503 -0.73 -1.80 1.74
H 1.263 -1.665 -1.109 1.17 -0.41 -0.65
S 0.855 0.073 0.162 -0.54 1.68 0.78
H -1.191 1.846 0.371 -1.37 -0.89 -0.83
```
Positions in Å, forces in eV/Å.

Atomic partial charges in e from the Löwdin method, atoms 1 to 4: H -0.1306; O -0.4023; H 0.0787; H 0.0792



(2)
Computed, not measured: a 2-piece molecular cluster, C2H7OP overall at a distorted geometry, with ωB97M-V/def2-TZVPD.

relative energy (zero: lowest compared OMol25 entry of this formula, charge and spin)	4.761	eV
charge	0
frontier orbital gap (spin up / spin down)	7.8 / 8.8	eV
LUMO (spin up / spin down)	0.31 / 0.48	eV

Geometry as XYZ:
```
11
Properties=species:S:1:pos:R:3:forces:R:3
O 0.733 -0.549 -1.700 -2.94 1.55 -1.10
C -0.444 1.640 0.735 0.66 0.53 -3.76
H -1.145 2.192 0.116 -0.18 -0.19 0.05
H -0.123 -2.559 0.485 -0.26 -1.87 -0.54
H -1.182 0.030 -1.119 1.44 -1.07 0.25
H 1.541 -0.945 -1.506 1.88 -1.28 1.32
H 1.227 -1.344 0.894 -0.66 0.64 0.32
C -0.263 -0.544 -0.776 -0.93 1.88 -1.14
P -0.233 -1.249 0.818 1.08 0.23 1.34
H -0.664 1.607 1.726 -0.28 -0.42 2.71
H 0.554 1.722 0.328 0.20 0.01 0.55
```
Positions in Å, forces in eV/Å.

Atomic partial charges in e from the Löwdin method, atoms 1 to 4: O -0.0376; C -0.0066; H -0.0004; H -0.1587



(3)
Computed, not measured: a 2-piece molecular cluster, C2H7OPS overall at a distorted geometry, with ωB97M-V/def2-TZVPD.

relative energy (zero: lowest compared OMol25 entry of this formula, charge and spin)	3.872	eV
charge	0
frontier orbital gap (spin up / spin down)	8.5 / 7.9	eV
LUMO (spin up / spin down)	-0.62 / -0.49	eV

Geometry as XYZ:
```
12
Properties=species:S:1:pos:R:3:forces:R:3
C -1.746 -0.098 0.023 0.47 -0.13 0.20
H 0.880 1.569 -0.942 -0.11 0.11 -0.26
H -2.021 0.665 -0.699 0.00 0.09 -0.09
H 2.490 -0.777 0.608 0.03 -0.18 0.10
P -0.041 -0.666 -0.194 -0.87 0.49 -0.60
H -1.843 0.286 1.038 -0.03 0.04 -0.04
H -0.034 -1.124 -1.520 -0.04 -0.03 -0.28
C 1.077 0.722 -0.310 -0.54 1.32 2.36
O 0.413 -1.683 0.755 0.38 -0.66 0.78
S 2.736 0.353 -0.069 0.32 0.01 -0.27
H -2.387 -0.974 -0.093 0.02 0.06 -0.02
H 0.477 1.728 1.403 0.38 -1.13 -1.87
```
Positions in Å, forces in eV/Å.

Atomic partial charges in e from the Löwdin method, atoms 1 to 4: C -0.2133; H 0.0019; H 0.0471; H -0.1230



(4)
Computed, not measured: one molecule with the formula C2H7OPS at a distorted geometry, with ωB97M-V/def2-TZVPD.

relative energy (zero: lowest compared OMol25 entry of this formula, charge and spin)	4.011	eV
charge	0
frontier orbital gap	7.8	eV
LUMO	0.47	eV

Geometry as XYZ:
```
12
Properties=species:S:1:pos:R:3:forces:R:3
P -2.232 -0.741 -0.541 -1.35 0.20 -0.68
O 1.177 0.615 1.720 2.62 1.82 -1.50
C 0.695 -0.164 -1.222 0.22 2.78 0.32
S -0.736 0.608 -0.199 1.52 -0.09 -1.02
H 1.678 0.111 -0.694 -1.04 -0.13 -1.58
H 0.512 0.232 -2.295 0.76 -0.80 1.96
H -0.652 0.528 2.259 -0.07 -1.60 -1.62
H 1.676 0.734 0.877 -0.04 -0.07 1.30
H 0.179 -1.024 1.311 -1.50 0.91 0.34
C -0.031 0.093 1.391 -1.16 -1.24 1.83
H 0.551 -1.202 -1.095 -0.32 -1.14 -0.23
H -2.819 0.211 -1.513 0.36 -0.65 0.88
```
Positions in Å, forces in eV/Å.

Atomic partial charges in e from the Löwdin method, atoms 1 to 4: P 0.2984; O -0.1175; C -0.3027; S 0.4863



(5)
Computed, not measured: a 2-piece molecular cluster, C2H7OPS2 overall at a distorted geometry, with ωB97M-V/def2-TZVPD.

relative energy (zero: lowest compared OMol25 entry of this formula, charge and spin)	2.808	eV
charge	0
frontier orbital gap (spin up / spin down)	7.7 / 6.0	eV
LUMO (spin up / spin down)	-1.73 / -2.35	eV

Geometry as XYZ:
```
13
Properties=species:S:1:pos:R:3:forces:R:3
H -2.107 -0.092 -1.408 0.07 -0.04 0.01
H 0.835 2.546 -0.300 0.08 -0.08 0.07
O 0.000 0.755 0.191 -0.59 -0.94 0.09
H 1.224 1.920 1.326 0.00 0.00 -0.03
H 2.132 -3.301 2.047 0.44 0.07 -0.05
S 1.158 -0.602 -2.194 -0.40 -0.37 0.55
C 1.084 1.652 0.279 0.43 0.29 -0.07
C -1.738 -0.919 -0.800 0.43 -0.10 0.07
H -2.216 -0.907 0.176 -0.03 0.00 0.05
P 0.074 -0.700 -0.556 0.11 0.96 -0.54
H -1.921 -1.871 -1.293 0.03 0.01 -0.01
S 0.810 -3.406 2.067 -0.53 0.16 -0.17
H 2.004 1.219 -0.121 -0.06 0.04 0.03
```
Positions in Å, forces in eV/Å.

Atomic partial charges in e from the Löwdin method, atoms 1 to 4: H 0.0474; H 0.0912; O -0.4585; H 0.0850



(6)
Computed, not measured: a 2-piece molecular cluster, C2H7OS overall, with ωB97M-V/def2-TZVPD.

relative energy (zero: lowest compared OMol25 entry of this formula, charge and spin)	1.995	eV
charge	-1
frontier orbital gap	5.7	eV
LUMO	3.47	eV

Geometry as XYZ:
```
11
Properties=species:S:1:pos:R:3:forces:R:3
C -0.937 0.001 2.044 0.09 0.22 0.42
C 0.903 0.476 -1.602 -0.34 -0.34 0.61
H 0.435 0.227 -0.635 -0.01 -0.06 0.02
H 0.469 1.390 -1.999 0.05 -0.01 -0.12
H -1.559 -0.620 2.750 -0.06 -0.29 -0.27
H 0.323 -1.862 -1.908 0.02 0.18 0.20
O 0.067 -0.621 1.403 0.09 -0.10 -0.25
H -1.680 0.494 1.367 -0.15 0.08 0.05
H 1.959 0.586 -1.413 0.32 0.20 -0.06
H -0.616 0.813 2.762 0.07 0.16 -0.23
S 0.636 -0.884 -2.768 -0.06 -0.05 -0.37
```
Positions in Å, forces in eV/Å.

Atomic partial charges in e from the Löwdin method, atoms 1 to 4: C -0.5284; C -0.4982; H 0.0013; H 0.0101